The following is a quantum chemistry calculation of 3 unconnected molecules or ions with the total composition C26H50BrN6O8S at a distorted geometry, from the Open Molecules 2025 dataset.

E_LUMO = -2.7 eV
HOMO energy = -11.35 eV
Multiplicity = 1
Molar mass = 686.69 g mol⁻¹
Gap between HOMO and LUMO = 0.318 hartree
Charge = +1
Relative energy (zero: lowest compared OMol25 entry of this formula, charge and spin) = 0.0 kJ/mol

Structure (XYZ):
```
92
C26H50BrN6O8S (ωB97M-V/def2-TZVPD)
C 4.5938 2.1533 -1.7981
C 4.3975 1.0977 -2.8661
N 4.2557 1.3371 -4.0999
C 4.3802 -0.3428 -2.4046
C 3.2532 -0.6619 -1.4119
N 2.9909 -2.1345 -1.3269
C 2.2014 -2.4539 -0.2572
N 2.5446 -3.4927 0.5225
N 1.0708 -1.7721 -0.0446
C 0.1245 -2.2086 1.0054
C -1.0622 -2.9927 0.3994
C -2.4542 -2.6072 0.9488
C -3.3110 -1.8505 -0.0825
O -4.6159 -2.4233 -0.0594
C -5.5475 -2.0561 -0.9758
C -5.2522 -0.8836 -1.8659
O -6.5449 -2.6829 -1.0312
C 1.0275 -0.2837 -0.3572
C -0.4457 0.1468 -0.5414
C -0.6711 1.6311 -0.9068
C -1.3630 2.4283 0.1908
O -2.5419 1.7377 0.6267
C -3.2440 2.3967 1.5815
C -4.5274 1.7289 1.9597
O -2.8455 3.4090 2.0594
C 1.6245 0.5942 0.7923
C 2.5015 -0.0459 1.8831
C 1.7601 -0.3502 3.2018
Br 3.9484 1.2217 2.2682
C 1.8611 -0.0517 -1.6519
S 1.0763 -0.6093 -3.2164
C 0.2644 -2.1773 -3.0410
O 0.0439 0.3540 -3.4989
O 2.1264 -0.8209 -4.1668
H 5.1730 1.7657 -0.9528
H 5.1044 3.0125 -2.2322
H 3.6216 2.4845 -1.4159
H 4.3176 2.3401 -4.2873
H 4.3497 -1.0026 -3.2695
H 5.3128 -0.5087 -1.8556
H 3.6189 -0.3576 -0.4258
H 3.8746 -2.6280 -1.2298
H 2.2376 -3.5249 1.4796
H 3.1071 -4.2498 0.1696
H -0.2409 -1.3250 1.5174
H 0.5875 -2.8308 1.7679
H -1.0678 -2.7968 -0.6716
H -0.8705 -4.0637 0.5055
H -2.3642 -2.0344 1.8760
H -3.0133 -3.5121 1.1943
H -3.3530 -0.7766 0.1293
H -2.8780 -1.9647 -1.0823
H -4.5685 -1.1706 -2.6694
H -6.1921 -0.5539 -2.3031
H -4.7887 -0.0565 -1.3287
H -0.9626 -0.4915 -1.2566
H -0.9506 -0.0035 0.4144
H -1.2568 1.6723 -1.8240
H 0.2634 2.1645 -1.1015
H -0.7000 2.6011 1.0423
H -1.6427 3.4114 -0.1955
H -5.2994 2.4954 1.8610
H -4.4558 1.4808 3.0215
H -4.7612 0.8547 1.3608
H 2.1880 1.3912 0.3036
H 0.8130 1.0917 1.3247
H 3.0630 -0.9178 1.5551
H 0.7564 0.0806 3.1888
H 2.2886 0.0504 4.0626
H 1.6330 -1.4259 3.3521
H 1.9829 1.0224 -1.7863
H -0.7541 -2.0536 -2.6827
H 0.2345 -2.5025 -4.0854
H 0.8345 -2.9011 -2.4702
O -7.1924 3.8023 1.0331
C -8.1485 3.8604 1.7860
N -9.1014 2.8936 1.8093
C -8.3451 5.0108 2.7439
H -9.8959 2.9316 2.4193
H -9.0072 2.1183 1.1759
H -8.3983 5.9347 2.1713
H -7.4821 5.0665 3.4049
H -9.2476 4.9133 3.3452
O 6.1414 -0.6221 0.0892
C 7.2503 -0.9294 0.5058
N 7.8863 -2.0512 0.0973
C 7.9854 -0.0682 1.5003
H 8.8002 -2.3019 0.4269
H 7.4387 -2.6393 -0.5843
H 7.3757 0.0270 2.3974
H 8.1195 0.9229 1.0708
H 8.9591 -0.4711 1.7725
```

The net atomic charges from Mulliken, expressed in e, are: atom 1 (C): -1.126, atom 2 (C): 0.338, atom 3 (N): -0.618, atom 4 (C): -1.337, atom 5 (C): -0.012, atom 6 (N): -0.004, atom 7 (C): -0.518, atom 8 (N): -0.261, atom 9 (N): 1.402, atom 10 (C): -1.506, atom 11 (C): -0.886, atom 12 (C): -0.996, atom 13 (C): 0.366, atom 14 (O): -0.475, atom 15 (C): 0.653, atom 16 (C): -0.785, atom 17 (O): -0.538, atom 18 (C): 0.217, atom 19 (C): -0.458, atom 20 (C): -1.116, atom 21 (C): -1.172, atom 22 (O): -0.140, atom 23 (C): 0.554, atom 24 (C): -0.601, atom 25 (O): -0.570, atom 26 (C): -1.905, atom 27 (C): 0.285, atom 28 (C): -1.048, atom 29 (Br): -0.071, atom 30 (C): -0.639, atom 31 (S): 1.524, atom 32 (C): -0.873, atom 33 (O): -0.698, atom 34 (O): -0.680, atom 35 (H): 0.119, atom 36 (H): 0.525, atom 37 (H): 0.218, atom 38 (H): 0.272, atom 39 (H): 0.407, atom 40 (H): 0.738, atom 41 (H): 0.033, atom 42 (H): 0.571, atom 43 (H): 0.216, atom 44 (H): 0.308, atom 45 (H): 0.278, atom 46 (H): 1.065, atom 47 (H): 0.063, atom 48 (H): 0.587, atom 49 (H): 0.424, atom 50 (H): 0.427, atom 51 (H): -0.214, atom 52 (H): 0.256, atom 53 (H): 0.278, atom 54 (H): 0.339, atom 55 (H): 0.196, atom 56 (H): 0.582, atom 57 (H): 0.867, atom 58 (H): 0.589, atom 59 (H): 0.040, atom 60 (H): 0.376, atom 61 (H): 0.647, atom 62 (H): 0.086, atom 63 (H): 0.335, atom 64 (H): 0.087, atom 65 (H): 0.464, atom 66 (H): 0.358, atom 67 (H): 0.168, atom 68 (H): 0.264, atom 69 (H): 0.409, atom 70 (H): 0.266, atom 71 (H): 1.025, atom 72 (H): 0.237, atom 73 (H): 0.648, atom 74 (H): 0.137, atom 75 (O): -0.646, atom 76 (C): 0.681, atom 77 (N): -0.378, atom 78 (C): -0.892, atom 79 (H): 0.183, atom 80 (H): 0.222, atom 81 (H): 0.254, atom 82 (H): 0.233, atom 83 (H): 0.342, atom 84 (O): -0.480, atom 85 (C): 0.607, atom 86 (N): -0.381, atom 87 (C): -1.012, atom 88 (H): 0.190, atom 89 (H): 0.203, atom 90 (H): 0.216, atom 91 (H): 0.252, atom 92 (H): 0.405

***

The following is a quantum chemistry calculation of C7H9N in the gas phase at a distorted geometry, from the Open Molecules 2025 dataset.

E_LUMO = 0.0 eV
HOMO energy = -8.65 eV
Multiplicity = 1
Molar mass = 107.16 g mol⁻¹
Gap between HOMO and LUMO = 0.318 hartree
SMILES = CC1=C[C@H]2N[C@@H]2C=C1
Charge = 0
Relative energy (zero: lowest compared OMol25 entry of this formula, charge and spin) = 692.1 kJ/mol

Structure (XYZ):
```
17
C7H9N (ωB97M-V/def2-TZVPD)
C -0.4442 -1.4284 -1.8090
C 0.0453 -0.3612 -0.7223
C -0.9031 0.6673 -0.6226
C -0.0558 1.4571 0.3901
C 0.1188 0.7961 1.6087
C 1.2185 -0.3134 1.5306
C 1.1518 -0.7684 0.1120
H -1.0306 -2.3365 -1.4833
H -0.9924 -1.1083 -2.8228
H 0.5032 -1.8583 -2.1352
H -1.7229 0.9285 -1.3194
H 0.8448 2.0046 -0.0350
H -1.1308 2.2370 1.8377
H -0.9182 0.3126 1.7413
H 1.7143 -0.7918 2.3274
H 1.6594 -1.7988 -0.1104
N -0.0581 2.3618 1.5121
```

The net atomic charges from natural (NBO), expressed in e, are: atom 1 (C): -0.643, atom 2 (C): -0.037, atom 3 (C): -0.211, atom 4 (C): -0.159, atom 5 (C): -0.171, atom 6 (C): -0.110, atom 7 (C): -0.241, atom 8 (H): 0.220, atom 9 (H): 0.221, atom 10 (H): 0.205, atom 11 (H): 0.241, atom 12 (H): 0.217, atom 13 (H): 0.322, atom 14 (H): 0.204, atom 15 (H): 0.214, atom 16 (H): 0.228, atom 17 (N): -0.500

***

The following is a quantum chemistry calculation of C5H10N3O2PS in the gas phase at a distorted geometry, from the Open Molecules 2025 dataset.

E_LUMO (spin up / spin down) = -1.2 / -1.2 eV
HOMO energy (spin up / spin down) = -8.83 / -8.83 eV
Multiplicity = 1
Molar mass = 207.20 g mol⁻¹
Gap between HOMO and LUMO (spin up / spin down) = 0.280 / 0.280 hartree
Charge = 0
Relative energy (zero: lowest compared OMol25 entry of this formula, charge and spin) = 286.0 kJ/mol

Structure (XYZ):
```
22
C5H10N3O2PS (ωB97M-V/def2-TZVPD)
C -1.6849 0.4894 -0.4491
C 0.4296 1.4559 -0.7477
C 0.0779 0.5179 1.3256
C -0.2915 -2.1002 0.4237
C 1.7349 -0.7247 -0.5676
N -0.5709 1.0724 0.1833
N -1.4543 -0.7879 -1.1259
N 1.0451 0.2957 -1.3339
O 0.2132 -1.9026 -2.4652
O -0.5390 0.2419 -3.2698
P 0.9123 -1.1003 1.0584
S -0.2359 -0.6040 -2.1835
H -2.5254 0.3390 0.3385
H -1.9512 1.1636 -1.2987
H -0.1718 1.9615 -1.6499
H 1.1635 2.1709 -0.2974
H 0.7108 1.2934 1.6261
H -0.7381 0.3421 2.0245
H -1.2474 -2.3309 0.9211
H 0.1135 -2.9638 -0.2270
H 1.5019 -1.7054 -1.1650
H 2.7787 -0.5752 -0.5958
```

The net atomic charges from natural (NBO), expressed in e, are: atom 1 (C): -0.098, atom 2 (C): -0.082, atom 3 (C): -0.493, atom 4 (C): -0.538, atom 5 (C): -0.546, atom 6 (N): -0.467, atom 7 (N): -0.778, atom 8 (N): -0.661, atom 9 (O): -0.962, atom 10 (O): -0.943, atom 11 (P): 0.821, atom 12 (S): 2.407, atom 13 (H): 0.199, atom 14 (H): 0.211, atom 15 (H): 0.234, atom 16 (H): 0.207, atom 17 (H): 0.233, atom 18 (H): 0.225, atom 19 (H): 0.242, atom 20 (H): 0.269, atom 21 (H): 0.289, atom 22 (H): 0.230

***

The following is a quantum chemistry calculation of 2 unconnected molecules or ions with the total composition C2H8NS at a distorted geometry, from the Open Molecules 2025 dataset.

E_LUMO = 4.0 eV
HOMO energy = -2.68 eV
Multiplicity = 1
Molar mass = 78.16 g mol⁻¹
Gap between HOMO and LUMO = 0.244 hartree
Charge = -1
Relative energy (zero: lowest compared OMol25 entry of this formula, charge and spin) = 52.8 kJ/mol

Structure (XYZ):
```
12
C2H8NS (ωB97M-V/def2-TZVPD)
S 2.7949 -2.0251 -0.0751
H 3.0159 -1.4285 1.1251
C -1.2540 1.2865 -0.4438
C -0.0478 0.3528 -0.0210
N -0.3741 -0.8503 0.5225
H -1.9966 0.5688 -0.9178
H -0.9467 2.0606 -1.2074
H -1.6760 1.7154 0.5253
H 0.5486 0.8783 0.7547
H 0.5110 0.2184 -0.9263
H 0.4590 -1.4254 0.7601
H -1.0341 -1.3515 -0.0962
```

The net atomic charges from natural (NBO), expressed in e, are: atom 1 (S): -1.056, atom 2 (H): 0.085, atom 3 (C): -0.624, atom 4 (C): -0.191, atom 5 (N): -0.881, atom 6 (H): 0.184, atom 7 (H): 0.200, atom 8 (H): 0.195, atom 9 (H): 0.171, atom 10 (H): 0.161, atom 11 (H): 0.424, atom 12 (H): 0.332

***

The following is a quantum chemistry calculation of C12H12S in the gas phase at a distorted geometry, from the Open Molecules 2025 dataset.

E_LUMO (spin up / spin down) = 0.8 / -2.5 eV
HOMO energy (spin up / spin down) = -6.18 / -8.71 eV
Multiplicity = 3
Molar mass = 188.29 g mol⁻¹
Gap between HOMO and LUMO (spin up / spin down) = 0.257 / 0.229 hartree
Charge = 0
Relative energy (zero: lowest compared OMol25 entry of this formula, charge and spin) = 0.0 kJ/mol

Structure (XYZ):
```
25
C12H12S (ωB97M-V/def2-TZVPD)
C -1.4888 -0.8789 -2.9552
C -0.5214 -0.1533 -3.6891
C -1.1789 -1.2624 -1.6277
C 0.6156 0.4071 -3.1159
C 0.0196 -0.7995 -1.0873
C 0.8060 0.1170 -1.7871
C 0.5323 -0.9962 0.2759
C 1.7810 -0.1176 0.3174
C 2.0042 0.4563 -1.1042
C 0.4810 0.1939 1.1576
C 0.5251 -0.2846 2.6669
C -0.1669 1.6301 1.0517
S 3.2349 1.3373 -1.4935
H -2.3427 -1.2687 -3.2939
H -0.7547 -0.0036 -4.8125
H -1.8471 -1.9984 -1.0073
H 1.2525 1.0054 -3.6450
H 0.3576 -2.0739 0.5021
H 2.5165 -0.4850 1.0026
H 1.1778 -1.0590 2.8294
H -0.4211 -0.6180 3.0304
H 0.6335 0.5218 3.3668
H -0.9211 1.5817 0.2481
H 0.5730 2.4026 0.7740
H -0.5787 1.8148 2.0222
```

The net atomic charges from natural (NBO), expressed in e, are: atom 1 (C): -0.231, atom 2 (C): -0.192, atom 3 (C): -0.191, atom 4 (C): -0.242, atom 5 (C): -0.035, atom 6 (C): -0.001, atom 7 (C): -0.260, atom 8 (C): -0.232, atom 9 (C): -0.388, atom 10 (C): 0.009, atom 11 (C): -0.604, atom 12 (C): -0.613, atom 13 (S): 0.394, atom 14 (H): 0.204, atom 15 (H): 0.212, atom 16 (H): 0.215, atom 17 (H): 0.209, atom 18 (H): 0.238, atom 19 (H): 0.227, atom 20 (H): 0.205, atom 21 (H): 0.211, atom 22 (H): 0.207, atom 23 (H): 0.223, atom 24 (H): 0.221, atom 25 (H): 0.214

***

The following is a quantum chemistry calculation of C3H7ClNO3P in the gas phase at a distorted geometry, from the Open Molecules 2025 dataset.

E_LUMO = 0.0 eV
HOMO energy = -10.59 eV
Multiplicity = 1
Molar mass = 171.52 g mol⁻¹
Gap between HOMO and LUMO = 0.391 hartree
SMILES = CP(C)(=O)[C@@H](Cl)[N+](=O)[O-]
Charge = 0
Relative energy (zero: lowest compared OMol25 entry of this formula, charge and spin) = 0.0 kJ/mol

Structure (XYZ):
```
16
C3H7ClNO3P (ωB97M-V/def2-TZVPD)
C 1.2517 1.2041 -0.3936
C -1.5692 1.3139 0.0494
C -0.0800 -1.1660 0.8183
N 0.9287 -2.1641 0.2432
O 2.0271 -1.6727 0.1850
O 0.6009 -3.2839 -0.0809
O -0.3530 -0.5077 -1.7842
P -0.2828 0.1756 -0.5160
Cl -1.6265 -2.1036 0.8017
H 2.0840 0.6417 -0.5466
H 1.1994 1.9469 -1.3114
H 1.1492 1.7992 0.5224
H -2.2383 1.5859 -0.8742
H -2.1695 0.7898 0.8279
H -1.1131 2.2217 0.2909
H 0.1915 -0.7809 1.7680
```

The net atomic charges from natural (NBO), expressed in e, are: atom 1 (C): -0.983, atom 2 (C): -1.034, atom 3 (C): -0.445, atom 4 (N): 0.527, atom 5 (O): -0.380, atom 6 (O): -0.316, atom 7 (O): -1.075, atom 8 (P): 1.934, atom 9 (Cl): -0.003, atom 10 (H): 0.257, atom 11 (H): 0.251, atom 12 (H): 0.226, atom 13 (H): 0.279, atom 14 (H): 0.267, atom 15 (H): 0.247, atom 16 (H): 0.248

***

The following is a quantum chemistry calculation of 3 unconnected molecules or ions with the total composition C6H12Br6 at a distorted geometry, from the Open Molecules 2025 dataset.

E_LUMO = 0.2 eV
HOMO energy = -10.51 eV
Multiplicity = 1
Molar mass = 563.59 g mol⁻¹
Gap between HOMO and LUMO = 0.393 hartree
SMILES = BrCCBr.BrCCBr.BrCCBr
Charge = 0
Relative energy (zero: lowest compared OMol25 entry of this formula, charge and spin) = 106.5 kJ/mol

Structure (XYZ):
```
24
C6H12Br6 (ωB97M-V/def2-TZVPD)
Br -13.8148 -7.6421 -24.6898
C -15.2891 -7.7317 -23.2767
C -16.5999 -8.2016 -23.9403
Br -17.9573 -8.5715 -22.5507
H -15.2373 -6.7894 -22.7312
H -14.9377 -8.4760 -22.5621
H -16.3284 -9.1466 -24.4108
H -17.0602 -7.4911 -24.6269
Br -6.1674 -5.3334 -22.4242
C -7.8618 -4.4736 -23.1773
C -8.8212 -3.8736 -22.1101
Br -10.3618 -2.8112 -22.8524
H -8.3383 -5.2578 -23.7655
H -7.5527 -3.6880 -23.8668
H -8.2769 -3.3530 -21.3221
H -9.2326 -4.7063 -21.5395
Br -1.5332 -11.1092 -27.7248
C -3.2850 -10.1533 -27.4753
C -3.6786 -9.2445 -28.6723
Br -5.5157 -8.5229 -28.1821
H -3.2279 -9.5179 -26.5915
H -4.0862 -10.8688 -27.2908
H -3.5977 -9.8606 -29.5678
H -2.9856 -8.4159 -28.8181
```

The net atomic charges from natural (NBO), expressed in e, are: atom 1 (Br): -0.060, atom 2 (C): -0.394, atom 3 (C): -0.441, atom 4 (Br): -0.018, atom 5 (H): 0.229, atom 6 (H): 0.222, atom 7 (H): 0.230, atom 8 (H): 0.233, atom 9 (Br): -0.041, atom 10 (C): -0.402, atom 11 (C): -0.440, atom 12 (Br): -0.009, atom 13 (H): 0.223, atom 14 (H): 0.221, atom 15 (H): 0.230, atom 16 (H): 0.219, atom 17 (Br): -0.029, atom 18 (C): -0.428, atom 19 (C): -0.408, atom 20 (Br): -0.028, atom 21 (H): 0.221, atom 22 (H): 0.226, atom 23 (H): 0.224, atom 24 (H): 0.223

***

The following is a quantum chemistry calculation of 2 unconnected molecules or ions with the total composition C9H14FNO3 at a distorted geometry, from the Open Molecules 2025 dataset.

E_LUMO (spin up / spin down) = -1.3 / 0.0 eV
HOMO energy (spin up / spin down) = -7.43 / -8.16 eV
Multiplicity = 1
Molar mass = 203.21 g mol⁻¹
Gap between HOMO and LUMO (spin up / spin down) = 0.224 / 0.300 hartree
Charge = 0
Relative energy (zero: lowest compared OMol25 entry of this formula, charge and spin) = 476.4 kJ/mol

Structure (XYZ):
```
28
C9H14FNO3 (ωB97M-V/def2-TZVPD)
C -1.4024 1.8877 -1.4495
C -0.7599 -0.5605 -1.7605
C 2.1185 -1.4024 1.3905
C 0.1255 2.6368 1.4021
C -2.4532 -2.3419 -1.5899
C 0.6995 -1.2001 0.9135
C 1.0952 1.4605 1.1220
C -0.4545 0.8739 -1.6830
C 0.2502 0.1716 1.0399
N -2.2500 2.6801 -1.3950
O 0.1094 -1.4269 -1.7852
O 0.8715 1.2539 -1.9217
O -2.0212 -0.9409 -1.6017
F -0.9766 0.1372 1.5147
H 2.5386 -2.4372 1.2637
H 2.1026 -1.2812 2.3816
H 2.6812 -0.5037 0.9295
H -0.8468 2.7237 0.7701
H -0.2539 2.7173 2.5142
H 0.6609 3.5062 1.3551
H -1.4989 -2.8163 -1.9049
H -3.2067 -2.3029 -2.2411
H -2.5870 -2.7452 -0.5908
H 0.0601 -1.8985 1.6460
H 0.7168 -1.4969 -0.2027
H 1.4345 1.5041 0.1155
H 1.7668 1.2897 1.8624
H 1.4798 0.5120 -2.0950
```

The net atomic charges from natural (NBO), expressed in e, are: atom 1 (C): 0.216, atom 2 (C): 0.704, atom 3 (C): -0.580, atom 4 (C): -0.622, atom 5 (C): -0.252, atom 6 (C): -0.587, atom 7 (C): -0.525, atom 8 (C): 0.041, atom 9 (C): 0.651, atom 10 (N): -0.302, atom 11 (O): -0.683, atom 12 (O): -0.679, atom 13 (O): -0.517, atom 14 (F): -0.315, atom 15 (H): 0.226, atom 16 (H): 0.192, atom 17 (H): 0.198, atom 18 (H): 0.252, atom 19 (H): 0.211, atom 20 (H): 0.213, atom 21 (H): 0.216, atom 22 (H): 0.196, atom 23 (H): 0.193, atom 24 (H): 0.230, atom 25 (H): 0.321, atom 26 (H): 0.265, atom 27 (H): 0.228, atom 28 (H): 0.510